Entry A
One molecule with the formula C4H5NO2, computed with wB97M-V/def2-TZVPD.

Geometry as ORCA input:
```
! RIJCOSX wB97M-V def2-TZVPD def2/J DEFGRID3
* xyz 0 1
C -0.1911 1.4812 0.1028
C 0.4811 0.2341 0.0987
N 1.7772 0.0161 -0.2153
C -0.5013 -0.7704 0.1500
O -0.3405 -2.0744 0.5830
C -1.6543 -0.0904 -0.1692
O -2.7677 -0.0234 -0.5457
H 0.1522 2.2803 -0.5472
H -0.7211 1.7834 0.9937
H 2.4477 0.7588 -0.1232
H 2.1186 -0.9264 -0.3051
H -0.8009 -2.6687 -0.0225
*
```

Results
HOMO-LUMO gap in eV: 8.72
E_LUMO in eV: 0.624
SMILES: C=C(N)C(O)=C=O
HOMO energy in eV: -8.1

Charge distribution, Mulliken scheme, values in e: -1.033 0.573 -0.413 0.133 -0.537 0.324 -0.447 0.325 0.294 0.243 0.215 0.325

=====

Entry B
C4H5NO2 as an isolated structure, computed with wB97M-V/def2-TZVPD.

Geometry as ORCA input:
```
! RIJCOSX wB97M-V def2-TZVPD def2/J DEFGRID3
* xyz 0 1
O -0.7964 -2.5444 -0.7711
C -0.0390 -1.6238 -0.6038
C -0.3453 -0.5325 0.3382
C 0.6273 0.3566 0.9961
N 0.0226 1.6550 0.6299
C -0.3907 1.6226 -0.5789
O -0.5955 0.5132 -1.2390
H 0.8877 -1.4628 -1.1804
H -1.2843 -0.6351 0.8992
H 1.6441 0.2547 0.5814
H 0.6964 0.2999 2.0922
H -0.5602 2.5834 -1.0693
*
```

Results
HOMO-LUMO gap in eV: 9.01
E_LUMO in eV: -0.657
HOMO energy in eV: -9.7

Charge distribution, Mulliken scheme, values in e: -0.464 -0.032 0.169 -0.353 -0.530 0.137 -0.473 0.300 0.317 0.260 0.272 0.397

=====

Which is more stable than every other structure shown? entry A is more stable than every other one.